# 1
Entry from OMol25: C8H5HgNO5 as an isolated structure at a distorted geometry (the ωB97M-V functional and the def2-TZVPD basis).

The strongest force on any atom comes out at 0.1721 Eh/bohr. Its orbital gap is 11.2652 eV. The calculation puts the highest occupied orbital energy at -19.169 eV. The value obtained for the molar mass is 395.72 g mol⁻¹. The total charge is +2. The multiplicity is 1. For the energy relative to the best compared isomer or geometry (same formula, charge and spin), the calculation gives 8.5 kcal per mole. The LUMO energy is -0.290 Eh.

Geometry (Å):
Hg1 1.20 0.58 -1.22
O1 -0.27 -1.38 -3.68
O2 -0.83 3.21 -2.11
O3 2.77 2.55 1.12
O4 3.33 -2.03 -0.44
O5 3.56 1.67 -3.62
N1 -0.33 -0.14 0.31
C1 2.77 1.30 -2.82
C2 2.64 -1.18 -0.71
C3 -2.95 -0.94 2.12
C4 0.22 -0.74 -2.88
C5 -0.15 2.35 -1.83
C6 2.26 1.90 0.34
C7 -1.45 -1.14 2.39
C8 -0.76 -0.61 1.27
H1 -3.25 -1.48 1.21
H2 -3.18 0.13 2.01
H3 -1.10 -2.16 2.37
H4 -3.44 -1.35 2.98
H5 -1.03 -0.53 3.19



# 2
Entry from OMol25: C36H43BN2O6W as an isolated structure at a distorted geometry (the ωB97M-V functional and the def2-TZVPD basis).

The strongest force on any atom comes out at 0.0426 Eh/bohr. Its orbital gap (alpha / beta) is 5.5654 / 7.1327 eV. The calculation puts the highest occupied orbital energy (alpha / beta) at -6.276 / -7.688 eV. The value obtained for the molar mass is 794.40 g mol⁻¹. The total charge is 0. The multiplicity is 3. For the energy relative to the best compared isomer or geometry (same formula, charge and spin), the calculation gives 18.5 kcal per mole. The LUMO energy (alpha / beta) is -0.026 / -0.020 Eh.

Geometry (Å):
W1 -0.24 0.25 -0.14
O1 2.30 -1.35 -1.53
O2 0.12 2.19 -0.19
O3 -0.88 -3.50 -1.59
O4 -0.95 -1.57 -0.42
O5 -1.94 0.91 -1.03
O6 2.04 -1.74 0.68
N1 -0.14 -0.14 -2.34
N2 0.17 0.47 1.88
C1 -1.84 2.06 -1.81
C2 -1.58 2.86 -3.82
C3 -3.93 4.08 -1.83
C4 -0.45 0.38 -4.65
C5 -0.78 -0.54 4.00
C6 2.16 -0.16 3.34
C7 -0.27 -1.92 -3.95
C8 -4.44 -1.10 1.82
C9 4.62 -1.89 -1.47
C10 1.06 2.11 3.52
C11 2.87 -2.83 0.21
C12 -2.85 4.21 -0.93
C13 4.09 -2.91 1.13
C14 -1.73 -1.61 6.04
C15 -0.31 -0.98 -4.97
C16 1.41 0.95 2.56
C17 2.92 -3.52 -2.29
C18 3.21 -2.44 -1.27
C19 2.42 1.50 1.54
C20 2.04 -4.09 0.36
C21 -0.36 4.27 0.94
C22 -0.86 -0.09 2.67
C23 -0.71 3.25 -0.08
C24 -0.33 0.76 -3.30
C25 -2.10 -0.25 2.04
C26 -1.41 2.53 -5.26
C27 -1.80 3.27 -0.92
C28 -3.05 -1.37 3.92
C29 -3.18 -0.91 2.61
C30 -0.69 -2.30 -1.50
C31 -0.25 -1.45 -2.65
C32 -0.84 1.38 -5.64
C33 -0.64 2.14 -2.84
C34 -2.80 2.26 -3.02
C35 -3.97 3.14 -2.80
C36 -1.87 -1.16 4.61
B1 1.70 -0.92 -0.38
H1 1.97 -1.14 2.91
H2 -2.86 5.01 -0.21
H3 1.99 2.26 0.90
H4 -4.81 -0.15 1.44
H5 -0.96 -2.39 6.13
H6 -2.66 -2.02 6.42
H7 1.15 -4.09 -0.28
H8 0.10 1.96 4.01
H9 -3.88 -1.86 4.40
H10 4.82 -1.05 -0.81
H11 -4.25 -1.75 0.96
H12 3.15 -3.15 -3.29
H13 2.83 0.70 0.91
H14 5.37 -2.66 -1.31
H15 0.25 2.67 -2.50
H16 4.70 -1.54 -2.50
H17 -1.75 3.23 -6.00
H18 2.63 -4.98 0.14
H19 -1.56 3.93 -3.65
H20 1.83 2.20 4.29
H21 1.88 -3.83 -2.27
H22 4.62 -1.97 1.18
H23 -0.74 1.11 -6.68
H24 1.69 -4.16 1.39
H25 0.11 -0.42 4.58
H26 3.25 1.93 2.09
H27 -3.07 1.29 -3.44
H28 -0.87 5.22 0.74
H29 -4.76 4.77 -1.72
H30 -4.83 3.06 -3.46
H31 -5.22 -1.56 2.42
H32 4.77 -3.69 0.79
H33 -0.36 -1.29 -6.01
H34 -0.35 -2.98 -4.13
H35 -1.44 -0.79 6.69
H36 1.91 -0.19 4.40
H37 -0.65 3.93 1.94
H38 0.72 4.45 0.95
H39 3.76 -3.18 2.14
H40 1.03 3.06 2.98
H41 -2.29 0.22 1.08
H42 3.54 -4.40 -2.11
H43 3.23 0.03 3.29



# 3
Entry from OMol25: a 14-piece molecular cluster, C15H51F2N4O15P2S2Si overall at a distorted geometry (the ωB97M-V functional and the def2-TZVPD basis).

The strongest force on any atom comes out at 0.2257 Eh/bohr. Its orbital gap is 4.2633 eV. The calculation puts the highest occupied orbital energy at -10.519 eV. The value obtained for the molar mass is 719.75 g mol⁻¹. The total charge is +1. The multiplicity is 1. The LUMO energy is -0.230 Eh.

Geometry (Å):
S1 3.96 0.78 1.27
S2 2.65 4.05 2.14
P1 2.30 -0.19 0.75
P2 1.77 3.88 0.37
Si1 -4.40 0.37 0.73
F1 -1.14 3.68 -0.41
F2 -0.74 3.08 1.87
O1 -2.91 -6.35 -1.17
O2 1.37 -4.37 3.37
O3 10.42 2.91 0.51
O4 2.19 -3.02 -2.29
O5 3.81 -2.64 2.50
O6 -0.41 1.98 -2.75
O7 4.24 -4.54 5.15
O8 3.17 4.03 -2.54
O9 7.35 2.12 0.24
O10 -3.74 -0.35 -3.36
O11 -3.28 5.08 1.75
O12 -6.66 1.92 -3.49
O13 5.78 5.47 -1.22
O14 2.14 0.05 4.29
O15 -1.19 -6.60 -3.59
N1 0.89 2.32 0.26
N2 1.88 0.40 -0.92
N3 0.88 2.11 -2.42
N4 -0.40 1.03 -5.35
C1 -3.69 -1.39 1.09
C2 -0.44 1.67 -4.21
C3 -2.61 -4.45 1.93
C4 -3.08 1.74 0.44
C5 -3.19 -3.45 3.10
C6 -1.53 1.22 0.37
C7 -2.55 -3.89 0.36
C8 1.34 -1.80 -2.13
C9 -3.09 -2.39 -0.07
C10 -5.54 0.89 2.22
C11 -0.59 2.60 0.44
C12 1.20 1.61 -1.03
C13 2.33 -0.47 -2.08
C14 -3.72 -1.94 2.66
C15 -5.56 0.19 -0.85
H1 -5.98 1.24 -1.15
H2 -2.73 4.60 1.11
H3 0.92 5.05 0.26
H4 1.25 3.07 -2.61
H5 -3.37 -6.76 -0.42
H6 2.88 4.51 -3.33
H7 1.64 -4.92 4.12
H8 0.64 -1.72 -3.06
H9 2.42 0.70 3.63
H10 7.18 3.02 0.57
H11 6.49 1.68 0.30
H12 2.43 0.09 -3.11
H13 -1.61 -5.85 -4.04
H14 9.54 2.65 0.22
H15 -1.40 0.64 -0.65
H16 -4.04 0.14 -4.15
H17 -2.24 -5.54 2.13
H18 5.36 6.22 -1.67
H19 -2.81 5.91 1.89
H20 1.25 -0.21 4.00
H21 1.55 -3.78 -2.04
H22 4.28 -1.81 2.64
H23 -1.23 0.47 1.23
H24 4.36 -3.12 1.86
H25 -5.69 1.93 -3.55
H26 -2.16 -4.59 -0.52
H27 10.71 3.55 -0.16
H28 -3.09 -1.97 -1.18
H29 -5.91 -0.09 2.74
H30 2.57 -1.60 0.80
H31 -6.95 2.40 -4.28
H32 5.35 5.45 -0.35
H33 -3.32 2.24 -0.61
H34 2.80 4.04 -0.64
H35 1.30 0.15 1.73
H36 -3.57 -6.35 -1.88
H37 -2.78 -0.33 -3.43
H38 -6.46 1.44 1.75
H39 4.14 4.05 -2.61
H40 5.21 -4.53 5.08
H41 -3.24 -3.87 4.22
H42 -4.16 -1.29 3.56
H43 3.41 -0.89 -1.83
H44 -4.87 -0.28 -1.69
H45 0.77 -1.86 -1.09
H46 -6.38 -0.61 -0.61
H47 -4.95 1.58 2.97
H48 2.21 -4.03 3.02
H49 -1.63 -6.62 -2.72
H50 3.95 -4.06 4.36
H51 -3.22 2.54 1.29



# 4
Entry from OMol25: C7H14F3N4O9PtS2 as an isolated structure (the ωB97M-V functional and the def2-TZVPD basis).

The strongest force on any atom comes out at 0.0137 Eh/bohr. Its orbital gap is 7.6541 eV. The calculation puts the highest occupied orbital energy at -5.393 eV. The value obtained for the molar mass is 614.41 g mol⁻¹. The total charge is -1. The multiplicity is 1. For the energy relative to the best compared isomer or geometry (same formula, charge and spin), the calculation gives 0.0 kcal per mole. The LUMO energy is 0.083 Eh.

Geometry (Å):
Pt1 -1.31 -0.27 -0.87
S1 -2.43 2.06 -1.57
S2 -0.99 -3.12 -2.33
F1 -3.00 -1.81 -3.42
F2 -3.49 -3.80 -2.75
F3 -2.32 -3.53 -4.55
O1 -3.11 0.73 -1.26
O2 -1.42 -2.68 -0.99
O3 -0.94 -0.98 1.51
O4 0.80 -1.38 2.86
O5 -2.88 2.66 -2.79
O6 -0.96 1.57 -1.68
O7 -0.10 -2.18 -2.99
O8 -2.53 2.96 -0.41
O9 -0.58 -4.50 -2.40
N1 0.85 1.39 2.52
N2 0.68 -0.68 -0.71
N3 0.13 3.12 1.13
N4 -1.39 1.66 2.06
C1 2.62 -0.67 0.86
C2 2.27 1.54 2.21
C3 1.24 -1.27 0.53
C4 2.74 0.86 0.92
C5 0.27 -1.22 1.74
C6 -2.54 -3.05 -3.32
C7 -0.12 2.04 1.88
H1 -0.60 3.35 0.45
H2 2.81 1.12 3.06
H3 -1.50 0.66 2.24
H4 1.37 -2.33 0.32
H5 0.60 0.52 2.99
H6 2.52 2.60 2.18
H7 -2.04 2.03 1.36
H8 0.86 -1.26 -1.53
H9 3.34 -1.03 0.11
H10 1.08 3.28 0.83
H11 2.91 -1.09 1.82
H12 3.80 1.11 0.82
H13 1.06 0.25 -0.90
H14 2.27 1.34 0.06



# 5
Entry from OMol25: a 2-piece molecular cluster, C2H10N4O overall at a distorted geometry (the ωB97M-V functional and the def2-TZVPD basis).

The strongest force on any atom comes out at 0.0573 Eh/bohr. Its orbital gap is 9.3518 eV. The calculation puts the highest occupied orbital energy at -8.593 eV. The SMILES is [H]/N=C(/N)N(C)N.O. The value obtained for the molar mass is 106.13 g mol⁻¹. The total charge is 0. The multiplicity is 1. For the energy relative to the best compared isomer or geometry (same formula, charge and spin), the calculation gives 49.0 kcal per mole. The LUMO energy is 0.028 Eh.

Geometry (Å):
O1 -3.60 0.03 0.22
N1 -0.78 -1.31 -0.12
N2 1.12 0.10 -0.08
N3 -0.97 0.91 -0.58
N4 1.51 1.35 0.43
C1 -0.22 -0.16 -0.29
C2 2.22 -0.91 -0.03
H1 2.26 -1.48 -0.93
H2 -1.86 0.56 -0.85
H3 -0.13 -1.97 0.34
H4 -3.39 0.50 1.04
H5 0.84 1.66 1.10
H6 1.58 2.04 -0.36
H7 3.11 -0.32 0.13
H8 -0.54 1.56 -1.27
H9 2.22 -1.64 0.88
H10 -3.38 -0.91 0.36



# 6
Entry from OMol25: one molecule with the formula C3H3PS at a distorted geometry (the ωB97M-V functional and the def2-TZVPD basis).

The strongest force on any atom comes out at 0.0556 Eh/bohr. Its orbital gap is 6.4614 eV. The calculation puts the highest occupied orbital energy at -7.787 eV. The SMILES is Cc1pc1=S. The value obtained for the molar mass is 102.10 g mol⁻¹. The total charge is 0. The multiplicity is 1. For the energy relative to the best compared isomer or geometry (same formula, charge and spin), the calculation gives 24.7 kcal per mole. The LUMO energy is -0.049 Eh.

Geometry (Å):
S1 1.55 1.72 1.78
P1 -1.64 1.46 0.27
C1 0.41 1.13 0.82
C2 -0.32 0.34 -0.01
C3 -0.01 -0.95 -0.67
H1 1.08 -0.95 -0.63
H2 -0.71 -0.92 -1.59
H3 -0.35 -1.82 0.03